(1)
DFT (ωB97M-V/def2-TZVPD) results for 2 unconnected molecules or ions with the total composition C6H18NSi2 at a distorted geometry.

Values from the calculation:
relative energy (zero: lowest compared OMol25 entry of this formula, charge and spin): 284.4 kJ/mol
total charge: +1
E: -23748.6676 eV

Element x y z (Å)
H: -0.872 -2.078 0.007
Si: 2.080 -0.378 0.188
H: 0.232 -0.842 1.517
Si: -2.276 -1.552 -0.567
N: -0.932 0.977 -0.052
H: 1.194 0.808 -1.879
H: -3.314 -1.951 0.435
H: -4.239 0.609 -0.594
H: 2.632 -2.062 -1.654
C: 1.673 2.356 -0.630
C: 1.329 0.992 -0.790
H: 2.687 2.316 -1.086
C: -3.450 0.833 0.256
C: -2.093 0.324 -0.262
H: 0.803 -2.093 -0.950
C: 1.961 -1.953 -0.756
H: -1.030 1.862 0.400
C: 1.286 -0.493 1.900
H: -3.776 0.436 1.248
H: 1.130 3.087 -1.167
H: 1.643 -1.331 2.457
H: 2.237 -2.755 0.081
H: -2.736 -1.712 -1.852
H: -3.529 1.875 0.318
H: 1.062 0.297 2.602
H: 1.636 2.545 0.437
H: 3.504 0.100 -0.033


(2)
DFT (ωB97M-V/def2-TZVPD) results for a molecular structure, C25H32BHfO4 at a distorted geometry.

Values from the calculation:
relative energy (zero: lowest compared OMol25 entry of this formula, charge and spin): 0.0 kJ/mol
total charge: +1
E: -36609.6768 eV

Element x y z (Å)
C: 1.722 -0.336 -0.199
H: 2.933 -0.757 -2.052
C: -2.230 0.452 -1.333
H: -2.185 1.288 1.310
H: 1.658 -3.159 -2.082
C: 1.609 3.972 3.360
H: 0.648 -1.076 1.614
O: 0.188 0.716 2.939
H: 2.405 2.738 6.448
H: 0.654 3.059 -2.068
C: 0.089 2.836 -4.152
H: 0.063 -3.272 0.114
Hf: -0.159 -0.571 -1.487
C: 2.015 2.745 5.429
C: -1.275 1.290 -0.636
H: 1.392 1.803 -6.901
C: -2.345 -0.779 -0.584
C: -1.313 0.834 0.794
H: -1.085 2.335 -0.873
C: 1.045 2.819 2.855
H: 2.094 0.635 0.136
H: 1.727 -1.743 -8.939
H: -1.803 1.842 -3.617
C: 0.863 -1.206 0.555
H: 1.749 -2.357 -7.271
H: -0.849 -1.812 -8.885
O: 0.308 2.658 1.704
H: -2.834 0.734 -2.196
H: 1.423 0.630 5.451
C: 2.165 -1.081 -1.355
H: -0.741 -2.445 -7.232
C: 0.967 2.506 -2.955
H: 1.208 0.818 -9.091
C: 0.426 -0.687 -7.609
C: 1.707 -1.450 -7.882
C: 0.454 1.254 -7.064
C: -0.924 1.690 -4.258
C: -1.587 -0.635 0.600
H: -0.415 1.883 -6.839
H: -1.634 -1.306 1.462
O: 0.761 1.071 -2.677
H: -0.593 0.809 -8.935
H: -0.399 3.802 -4.040
C: 2.078 3.929 4.683
O: 0.443 -0.022 -6.313
H: 0.685 2.852 -5.076
H: 1.677 4.868 2.748
C: 0.653 -2.415 -0.202
C: -0.807 -1.531 -7.825
H: -1.263 1.482 -5.268
H: -2.969 -1.629 -0.873
H: -1.707 -0.957 -7.578
C: -0.152 0.501 -3.704
C: 0.979 1.628 3.608
H: 0.466 0.018 -4.466
B: -0.250 1.372 1.772
C: 1.474 1.569 4.891
H: 2.584 -0.823 -7.694
H: 2.034 2.631 -3.119
H: 2.498 4.833 5.132
C: 0.360 0.626 -8.435
H: -0.928 -0.315 -3.315
C: 1.497 -2.356 -1.363


(3)
DFT (ωB97M-V/def2-TZVPD) results for 2 unconnected molecules or ions with the total composition C3H8OS at a distorted geometry.

Values from the calculation:
relative energy (zero: lowest compared OMol25 entry of this formula, charge and spin): 603.7 kJ/mol
total charge: 0
E: -16116.9807 eV

Element x y z (Å)
S: -2.178 -0.741 -0.421
H: -0.014 -1.220 -0.154
O: 2.262 -0.683 -0.533
C: -1.235 0.786 0.168
H: 1.048 1.964 -0.667
H: -1.313 0.836 1.272
H: -2.261 1.483 -0.235
C: 0.232 0.951 -0.523
H: -1.764 -1.678 0.579
H: 0.322 0.362 -1.485
H: 0.962 -0.472 1.219
C: 0.989 -0.447 0.173
H: 2.950 -1.141 0.606


(4)
DFT (ωB97M-V/def2-TZVPD) results for 2 unconnected molecules or ions with the total composition H2O3S2 at a distorted geometry.

Values from the calculation:
relative energy (zero: lowest compared OMol25 entry of this formula, charge and spin): 267.1 kJ/mol
total charge: 0
E: -27841.2580 eV

Element x y z (Å)
O: -1.551 1.561 0.554
S: -2.195 0.568 -0.386
O: 2.005 0.176 0.365
H: 1.496 -1.108 -0.961
S: -2.172 -1.365 -0.056
H: 1.390 0.429 1.048
O: 1.028 -0.262 -0.565


(5)
DFT (ωB97M-V/def2-TZVPD) results for a molecular structure, C28H30ClN2OSb2W at a distorted geometry.

Values from the calculation:
relative energy (zero: lowest compared OMol25 entry of this formula, charge and spin): 52.5 kJ/mol
total charge: +3
E: -61945.7690 eV

Element x y z (Å)
C: 0.148 -0.181 4.056
H: -2.542 0.000 -2.649
Sb: -0.557 -2.821 -0.493
C: 2.505 -0.008 4.581
H: 0.321 0.160 -5.836
Sb: -1.542 2.548 -0.239
H: -3.183 -1.492 0.887
C: 1.119 0.065 -3.830
C: 2.813 0.002 3.231
C: -1.233 0.088 -4.357
N: -0.560 -0.006 -2.052
H: -0.157 4.636 0.814
C: -2.931 -0.489 0.545
H: -3.918 2.226 1.045
H: -0.713 -2.891 -3.228
Cl: 3.746 0.099 5.744
C: -1.314 -3.339 -2.439
C: -5.038 1.498 -1.926
H: -1.250 -4.423 -2.525
H: 3.196 -0.009 0.668
C: 1.770 -0.003 -1.466
C: 0.078 0.109 -4.781
C: -5.191 -0.836 -2.465
H: 0.940 -0.122 6.047
C: -1.516 0.029 -3.002
C: -4.337 -1.120 -1.416
H: 4.493 -0.008 -3.482
H: -1.570 -5.083 0.552
H: -4.097 -2.152 -1.182
C: 1.170 -0.106 4.990
H: -3.082 0.175 1.405
H: -5.339 2.522 -2.115
C: 0.454 -0.144 2.712
W: -0.800 -0.152 -0.001
H: -1.171 3.908 2.086
C: -3.685 2.358 -0.013
H: -0.607 3.597 -2.589
H: -2.156 2.756 -2.867
C: 3.092 -0.027 -1.858
C: -1.603 3.408 -2.194
C: -5.543 0.484 -2.724
C: 2.485 0.064 -4.188
C: 2.132 -0.003 0.885
H: -2.052 0.112 -5.062
C: 0.765 0.014 -2.465
H: -2.132 4.354 -2.096
C: 3.445 0.005 -3.216
H: -6.224 0.719 -3.531
H: -2.898 -3.939 0.284
H: -1.829 -3.769 1.715
N: 1.279 0.029 -0.120
C: -1.883 -4.045 0.665
H: -5.606 -1.638 -3.061
C: 1.795 -0.048 2.267
H: 2.760 0.108 -5.234
H: -2.356 -3.034 -2.525
C: -3.813 -0.109 -0.595
H: 3.895 -0.065 -1.135
H: -1.911 4.942 0.838
H: -4.114 3.303 -0.342
C: -4.175 1.228 -0.864
H: -0.885 -0.274 4.367
O: -0.497 -0.191 1.750
H: 3.851 0.060 2.925
C: -1.132 4.210 1.042


(6)
DFT (ωB97M-V/def2-TZVPD) results for a gas-phase ion, C8H16NO (charge +1) at a distorted geometry.

Values from the calculation:
relative energy (zero: lowest compared OMol25 entry of this formula, charge and spin): 332.8 kJ/mol
total charge: +1
E: -12083.4384 eV

Element x y z (Å)
H: 3.465 0.554 -0.336
H: 0.273 1.965 -0.765
H: 1.389 -1.649 -1.746
H: 0.044 -0.212 -1.573
H: 1.927 -1.272 1.987
H: -1.771 -0.889 0.030
C: -1.823 1.578 -0.474
H: 2.081 1.660 0.190
H: -3.877 1.298 -0.429
C: 1.681 -1.764 -0.701
H: 0.245 -0.983 1.758
H: 1.440 0.276 2.036
C: 1.446 -0.386 -0.016
H: 2.753 -2.077 -0.434
C: -2.893 0.841 -0.269
C: 2.349 0.807 -0.337
H: -1.846 2.670 -0.711
O: -3.606 -1.314 0.625
C: 1.229 -0.622 1.464
H: 0.996 -2.562 -0.210
C: -0.379 1.255 -0.259
N: 0.074 -0.082 -0.497
H: 2.252 0.895 -1.428
H: -0.203 1.433 0.838
C: -2.829 -0.453 0.151
H: -4.417 -0.965 1.107


(7)
DFT (ωB97M-V/def2-TZVPD) results for a molecular structure, C10H11Cl2O3PdSe3Te.

Values from the calculation:
relative energy (zero: lowest compared OMol25 entry of this formula, charge and spin): 0.0 kJ/mol
total charge: +1
E: -248540.5079 eV
multiplicity: 5

Element x y z (Å)
C: 3.046 -1.608 -0.711
C: -0.884 -2.101 3.779
C: 1.177 0.205 -0.663
O: 0.312 4.302 -0.546
C: 2.127 1.184 -0.448
H: 3.231 -2.060 0.266
H: 2.575 3.278 -0.223
Se: -5.025 -3.951 -0.859
H: 3.198 -2.385 -1.459
H: 3.763 -0.814 -0.873
Cl: -0.845 -1.606 2.057
H: -0.911 5.898 -0.667
C: -0.510 2.055 -0.807
H: -1.548 2.315 -0.950
C: 0.474 2.979 -0.596
O: -1.193 -0.131 -0.945
H: -1.381 4.546 -1.727
C: -1.005 4.820 -0.740
C: 1.807 2.538 -0.399
H: -1.902 -2.401 3.997
C: -0.222 0.643 -0.813
Cl: 0.207 -3.435 4.097
Se: -3.835 -2.056 -0.955
Se: -1.211 -4.803 -0.874
H: 3.162 0.919 -0.309
C: 1.595 -1.220 -0.760
Pd: -1.408 -2.319 -0.698
Te: -3.328 -5.868 -0.683
O: 0.793 -2.138 -0.889
H: -0.582 -1.237 4.358
H: -1.677 4.453 0.038


(8)
DFT (ωB97M-V/def2-TZVPD) results for a molecular structure, C5H13NO at a distorted geometry.

Values from the calculation:
relative energy (zero: lowest compared OMol25 entry of this formula, charge and spin): 382.5 kJ/mol
total charge: 0
E: -8930.0467 eV

Element x y z (Å)
H: 0.389 -0.029 -2.282
C: -0.998 0.490 0.833
C: 1.059 1.466 -0.225
H: 1.323 1.802 0.777
H: -0.744 0.983 1.763
H: 0.265 -1.102 2.048
H: 1.951 1.083 -0.724
H: 1.528 -2.809 0.350
H: 1.630 -0.620 1.103
H: 0.665 2.331 -0.756
H: -0.604 -1.228 -1.577
H: -1.273 0.268 -1.983
H: -1.778 -0.265 0.832
H: -0.086 -2.922 0.605
H: -2.442 1.669 -0.545
C: 0.622 -1.020 1.016
O: -1.779 1.956 0.095
C: -0.006 0.401 -0.186
C: -0.385 -0.165 -1.522
N: 0.665 -2.287 0.379


(9)
DFT (ωB97M-V/def2-TZVPD) results for a molecular structure, CH3N2OP at a distorted geometry.

Values from the calculation:
relative energy (zero: lowest compared OMol25 entry of this formula, charge and spin): 340.7 kJ/mol
total charge: 0
E: -15398.7179 eV

Element x y z (Å)
H: 0.547 0.719 -1.016
N: -0.553 -0.553 0.278
O: 2.330 -0.631 0.313
P: 1.204 -0.953 1.129
H: -1.393 -0.987 0.323
H: -1.277 1.066 -1.238
N: -0.416 0.775 0.821
C: -0.441 0.565 -0.609